# 1
17
Properties=species:S:1:pos:R:3:forces:R:3 method="wB97M-V/def2-TZVPD" total_energy_ha=-3072.3177 max_force_ev_per_a=8.90 orbital_gap_ev=7.319 e_homo_ev=-4.4 e_lumo_ev=2.88 mol_weight_g_mol=283.8 charge=-1
C -0.7773 1.9694 -0.5865 -0.71 0.18 -0.07
O -1.7240 1.1050 -1.3154 0.74 0.34 1.59
C -1.7704 -0.2487 -0.7171 -1.04 -0.61 -0.05
In 0.2495 -1.2209 -1.0307 -0.53 -0.12 -0.66
C 1.6748 -1.0699 0.7210 1.39 0.61 2.66
C 1.0425 -0.4178 2.0858 -4.41 -4.66 1.67
O 0.0336 -0.9343 2.8141 6.65 3.65 -4.66
Br 1.9161 1.3013 2.7385 -0.60 -0.83 -0.39
H 0.3157 1.8279 -0.9909 -1.92 0.09 0.95
H -1.1133 3.0896 -0.8163 0.74 -2.40 0.62
H -0.8725 1.7281 0.5784 0.45 0.70 -2.41
H -2.1502 -0.2187 0.3915 0.59 0.21 -1.83
H -2.5862 -0.8730 -1.3245 1.66 1.53 1.17
H 0.0319 -2.9541 -1.4454 0.08 0.17 0.23
H 1.0775 -0.4391 -2.4482 -0.13 -0.08 0.46
H 2.0235 -2.1751 0.9744 -0.95 2.29 -0.28
H 2.6289 -0.4697 0.3712 -1.99 -1.06 1.00

# 2
16
Properties=species:S:1:pos:R:3:forces:R:3 method="wB97M-V/def2-TZVPD" total_energy_ha=-288.3466 e_above_lowest_ev=1.225 max_force_ev_per_a=1.39 orbital_gap_ev=6.148 e_homo_ev=-2.1 e_lumo_ev=4.05 mol_weight_g_mol=88.1 smiles=CN[C@H](C)C[O-] charge=-1
C 0.1242 -1.9499 -0.5336 -0.70 -0.32 0.25
N -0.3032 -0.6283 -0.9783 0.02 -0.40 0.14
C 0.2525 1.7371 -0.6642 -0.40 0.78 1.08
C -0.3727 0.5045 0.0112 0.40 0.26 -0.81
C 0.1869 0.3167 1.4601 -0.10 0.08 -0.08
O -0.6012 0.8784 2.3912 0.03 0.14 0.06
H 1.2014 -2.1198 -0.5912 0.01 0.14 -0.09
H -0.1977 -2.2022 0.4782 0.14 0.09 0.24
H -0.4055 -2.6990 -1.1334 0.39 0.03 -0.37
H -1.2463 -0.7574 -1.3206 0.10 0.13 -0.07
H -0.3765 2.6158 -0.4672 -0.11 -0.09 -0.27
H 0.4109 1.6363 -1.7326 0.12 -0.12 -0.08
H 1.1507 1.9956 -0.1031 0.50 -0.12 -0.49
H -1.4231 0.7316 0.1473 -0.30 -0.14 0.30
H 1.2476 0.7005 1.4505 -0.05 0.14 -0.12
H 0.3519 -0.7598 1.5858 -0.05 -0.61 0.30

# 3
28
Properties=species:S:1:pos:R:3:forces:R:3 method="wB97M-V/def2-TZVPD" total_energy_ha=-445.1744 e_above_lowest_ev=4.727 max_force_ev_per_a=4.72 orbital_gap_ev="7.234 / 8.608" e_homo_ev="-11.2 / -12.0" e_lumo_ev="-4.01 / -3.36" mol_weight_g_mol=144.2 charge=+1
C -0.0983 -0.2393 -0.6081 -0.07 1.97 2.52
C -1.9676 -0.7712 0.7105 1.38 0.64 -1.44
C -1.2718 0.4443 0.0322 -1.21 -0.25 -1.03
C -2.1386 0.9331 -1.1203 0.17 0.87 -2.30
C -1.0507 1.7180 0.8636 2.25 -2.07 -0.66
C 1.3698 -0.9991 1.2498 -2.44 -3.78 0.48
C 2.0791 0.8345 -0.0140 0.27 4.68 0.51
C 2.0133 -1.2014 -0.9091 2.35 -0.32 -1.24
N 1.2648 -0.3447 -0.0287 -0.09 -0.98 0.77
O -2.6785 -1.6641 0.0549 -2.30 0.94 -2.16
H -0.2913 -1.0962 -1.1131 -0.63 -2.31 -1.72
H -1.6307 -1.2008 1.6450 0.24 0.18 0.15
H -1.6072 1.6174 -1.8348 0.28 -0.61 0.95
H -2.9330 1.5659 -0.8269 -1.15 0.47 0.92
H -2.5786 0.2722 -1.8716 0.17 -0.82 0.45
H -2.0135 1.9793 1.1922 -0.88 0.74 1.02
H -0.6997 2.4051 0.0861 0.19 0.34 0.73
H -0.2694 1.4980 1.6429 -1.04 0.83 -0.41
H 2.3261 -1.2022 1.5761 2.51 0.06 0.20
H 0.9148 -0.4585 1.9926 -1.35 1.43 1.70
H 0.8874 -2.0638 1.2402 0.54 2.05 -0.33
H 1.8175 1.4996 -0.9421 0.59 -1.23 1.95
H 2.0363 1.4174 0.9753 -0.71 -0.61 -1.60
H 3.1154 0.5416 -0.0078 0.34 -0.07 -0.42
H 3.0322 -1.4447 -0.5042 -0.91 0.66 -0.20
H 1.5444 -2.1431 -0.9317 -0.87 -1.00 -1.02
H 2.1301 -0.5673 -1.7932 -0.08 -1.22 -0.57
H -3.3022 -1.3298 -0.7558 2.47 -0.59 2.74

# 4
39
Properties=species:S:1:pos:R:3:forces:R:3 method="wB97M-V/def2-TZVPD" total_energy_ha=-2165.3990 e_above_lowest_ev=0.000 max_force_ev_per_a=3.39 orbital_gap_ev="3.976 / 3.991" e_homo_ev="1.0 / -0.7" spin_multiplicity=5 e_lumo_ev="4.95 / 3.28" mol_weight_g_mol=465.6 charge=-2
C 0.8007 -0.8441 -1.7000 -0.62 -0.31 0.52
C -0.4057 -1.5800 -1.5064 0.59 0.39 0.13
C -0.3848 -2.1022 -0.1785 0.47 -0.21 -0.25
C -1.5190 -1.6470 -2.4408 -0.79 0.22 -0.07
C 0.8762 -1.7923 0.4003 -0.19 0.37 -0.55
C 1.6097 -1.0105 -0.5270 -0.73 -0.21 0.26
C 2.9215 -0.4087 -0.2807 0.70 0.08 0.12
C 1.0694 0.0290 -2.8510 0.36 0.20 -0.40
C -1.4900 -2.8227 0.4910 -0.26 0.17 0.36
C 1.3468 -2.2545 1.7184 0.14 -0.12 0.51
Pd -0.3555 2.1342 0.1281 -1.88 -0.54 -1.14
Cl -4.1211 -0.6164 -0.9635 -0.50 -0.23 0.27
Cl -1.3195 2.5456 -1.9194 -0.73 0.20 -1.57
O 0.5698 1.1307 1.5487 0.89 -2.10 2.51
H -1.4166 -0.9086 -3.2388 0.06 -0.21 -0.01
H -2.4603 -1.3500 -1.8728 0.40 -0.21 -0.42
H -1.7085 -2.6433 -2.8725 0.11 0.14 0.22
H -2.4466 -2.3332 0.2491 0.10 -0.09 -0.01
H -1.3432 -2.7931 1.5806 -0.13 -0.07 -0.30
H -1.5578 -3.8779 0.1896 0.06 0.15 -0.07
H 0.5288 -2.2806 2.4530 0.29 0.07 -0.20
H 2.1367 -1.6006 2.0905 -0.15 -0.01 0.08
H 1.7656 -3.2721 1.6514 -0.10 0.11 0.01
H 3.0672 -0.2705 0.7976 -0.01 0.11 -0.29
H 2.9767 0.5668 -0.7710 -0.08 -0.03 0.16
H 3.7332 -1.0531 -0.6594 -0.11 0.04 0.04
H 0.1397 0.5127 -3.1682 0.17 -0.02 0.01
H 1.5015 -0.5347 -3.7014 -0.16 0.13 0.23
H 1.7533 0.8270 -2.5545 -0.07 0.00 -0.05
H -0.0534 0.9184 2.2679 0.42 0.06 -0.34
O 1.4762 2.2226 -0.6717 1.95 1.23 -0.20
H 1.9540 2.7120 0.0219 0.07 -0.50 -0.32
F -2.5341 2.0762 2.0063 -0.69 0.19 0.39
C -1.6946 3.0114 1.4873 2.99 0.63 -0.09
F -2.4060 3.9672 0.8212 -0.66 0.36 0.88
C -0.9077 3.6814 2.7062 -1.49 -0.93 -1.52
F -1.6917 4.6513 3.2268 0.29 0.56 0.84
F -0.6872 2.7534 3.6715 0.18 0.76 -0.15
F 0.2762 4.2562 2.3702 -0.88 -0.37 0.39